(1)
This record from the Open Molecules 2025 dataset describes a cluster of 7 separate species, C42H94F12N4O3P3 in total in a non-equilibrium geometry. The level of theory is the ωB97M-V functional and the def2-TZVPD basis.

Structure (XYZ):
```
158
C42H94F12N4O3P3 (the ωB97M-V functional and the def2-TZVPD basis)
N -2.13 1.52 -2.18
O -3.18 1.57 -2.82
O -1.98 2.20 -1.21
O -1.24 0.72 -2.52
C -0.14 -3.29 7.80
C 1.07 -4.16 7.36
C 2.08 -3.27 6.64
C 1.70 -2.82 5.21
P 2.73 -1.30 4.61
C 1.81 -0.49 3.18
C 0.44 0.11 3.62
C -0.34 0.47 2.33
C -1.80 0.84 2.40
C 4.32 -1.85 3.81
C 5.22 -2.63 4.89
C 6.42 -3.37 4.31
C 7.58 -2.46 3.70
C 3.02 -0.13 5.98
C 3.91 1.06 5.67
C 3.84 2.14 6.72
C 4.82 3.25 6.27
H -0.68 -2.79 7.00
H 0.22 -2.48 8.43
H -0.83 -3.87 8.41
H 0.69 -5.02 6.82
H 1.53 -4.49 8.29
H 3.07 -3.72 6.66
H 2.28 -2.49 7.38
H 0.62 -2.62 5.24
H 1.77 -3.70 4.57
H 1.79 -1.23 2.38
H 2.51 0.22 2.76
H 0.66 1.00 4.22
H -0.13 -0.63 4.19
H -0.44 -0.39 1.66
H 0.20 1.25 1.80
H -2.41 0.03 2.80
H -2.14 1.11 1.40
H -1.98 1.80 2.89
H 4.78 -0.87 3.64
H 4.31 -2.38 2.86
H 4.72 -3.48 5.35
H 5.54 -2.02 5.74
H 6.09 -4.14 3.62
H 6.88 -3.88 5.15
H 8.13 -2.05 4.55
H 7.41 -1.73 2.91
H 8.42 -3.08 3.37
H 3.41 -0.61 6.88
H 2.01 0.24 6.19
H 3.52 1.44 4.72
H 4.95 0.83 5.46
H 4.16 1.62 7.63
H 2.88 2.63 6.89
H 5.88 2.99 6.34
H 4.57 4.08 6.94
H 4.68 3.65 5.27
C -3.01 -2.46 0.56
C -2.76 -2.31 -0.95
C -3.87 -1.65 -1.72
C -4.90 -2.67 -2.22
N -6.20 -2.07 -2.83
C -7.02 -3.12 -3.67
C -8.49 -2.92 -3.32
C -8.37 -2.67 -1.85
C -7.15 -1.68 -1.63
C -5.96 -0.82 -3.75
H -3.93 -3.02 0.75
H -3.05 -1.52 1.11
H -2.21 -3.01 1.06
H -2.48 -3.28 -1.34
H -1.91 -1.64 -1.09
H -3.43 -1.21 -2.61
H -4.32 -0.83 -1.16
H -5.27 -3.40 -1.49
H -4.48 -3.32 -2.99
H -6.87 -3.02 -4.74
H -6.80 -4.14 -3.35
H -8.95 -2.13 -3.91
H -9.06 -3.83 -3.49
H -9.34 -2.28 -1.55
H -8.24 -3.61 -1.32
H -7.38 -0.64 -1.85
H -6.65 -1.68 -0.67
H -5.57 -0.07 -3.07
H -6.93 -0.53 -4.15
H -5.13 -1.10 -4.40
C -0.95 2.41 -6.27
C -0.48 1.37 -7.30
C 0.42 0.25 -6.80
C -0.27 -0.64 -5.77
N 0.58 -1.82 -5.26
C 1.91 -1.49 -4.64
C 2.23 -2.68 -3.69
C 0.92 -3.32 -3.35
C -0.11 -2.39 -3.99
C 0.68 -2.85 -6.39
H -1.54 3.18 -6.78
H -0.01 2.84 -5.93
H -1.49 2.05 -5.39
H -0.03 1.90 -8.13
H -1.39 0.90 -7.66
H 1.36 0.70 -6.48
H 0.47 -0.28 -7.75
H -1.12 -1.12 -6.27
H -0.70 -0.18 -4.88
H 2.70 -1.38 -5.39
H 1.79 -0.53 -4.14
H 2.79 -3.52 -4.09
H 2.78 -2.48 -2.77
H 0.86 -4.37 -3.64
H 0.85 -3.46 -2.27
H -0.98 -2.98 -4.28
H -0.57 -1.65 -3.32
H -0.28 -3.18 -6.77
H 1.24 -3.63 -5.88
H 1.37 -2.48 -7.16
C 2.28 -0.15 -0.50
C 2.75 1.29 -0.62
C 1.84 2.16 -1.48
N 2.31 3.66 -1.73
C 2.19 4.60 -0.56
C 1.64 4.37 -2.89
C 2.61 5.37 -3.49
C 3.89 4.90 -2.93
C 3.75 3.64 -2.23
H 2.16 -0.66 -1.45
H 1.36 -0.05 0.08
H 3.04 -0.70 0.06
H 3.70 1.29 -1.16
H 2.92 1.82 0.31
H 0.91 2.32 -0.93
H 1.57 1.70 -2.43
H 2.42 5.61 -0.91
H 2.92 4.25 0.18
H 1.21 4.45 -0.10
H 0.76 4.86 -2.47
H 1.36 3.62 -3.63
H 2.46 6.37 -3.09
H 2.64 5.56 -4.56
H 4.31 5.67 -2.28
H 4.64 4.73 -3.71
H 4.53 3.36 -1.53
H 3.63 2.88 -3.01
P -5.68 2.23 1.27
F -5.07 3.72 1.45
F -6.85 2.52 2.37
F -6.58 3.04 0.13
F -6.30 0.84 0.75
F -4.52 2.07 0.15
F -4.77 1.57 2.51
P -1.53 5.91 0.92
F -1.17 4.91 -0.30
F -2.89 5.03 1.30
F -0.62 4.91 1.84
F -1.56 6.93 2.20
F -0.20 6.77 0.44
F -2.56 6.74 -0.06
```

Computed properties:
Electronic energy, eV: -117656.048
Frontier orbital gap (alpha / beta), eV: 2.018 / 6.617
Total charge: 0
Spin multiplicity: 2
Molar mass, u: 1024.137
LUMO energy (alpha / beta), eV: -0.34 / -0.40



(2)
This record from the Open Molecules 2025 dataset describes a cluster of 6 separate species, C42H94INO7 in total in a non-equilibrium geometry. The level of theory is the ωB97M-V functional and the def2-TZVPD basis.

Structure (XYZ):
```
145
C42H94INO7 (the ωB97M-V functional and the def2-TZVPD basis)
C -5.36 -3.73 -5.66
C -6.34 -3.31 -4.56
C -7.54 -2.49 -5.08
C -7.53 -1.02 -4.63
C -6.39 -0.22 -5.31
C -6.93 0.91 -6.22
C -6.64 2.34 -5.71
C -7.11 2.63 -4.26
C -5.94 2.70 -3.23
C -5.92 1.52 -2.24
C -6.68 1.85 -0.93
C -5.81 1.97 0.34
C -4.39 2.49 0.14
C -3.67 2.51 1.53
C -2.43 1.60 1.60
C -2.41 0.70 2.87
C -1.96 -0.74 2.56
C -0.43 -0.91 2.69
N 0.19 -1.49 1.49
C 0.84 -2.70 1.70
O 0.66 -3.45 2.59
O 1.76 -2.99 0.72
C 3.09 -2.62 1.11
C 4.00 -3.84 1.26
C 3.40 -4.94 2.12
I 5.82 -3.12 2.18
H -5.87 -4.17 -6.51
H -4.65 -4.45 -5.25
H -4.78 -2.87 -6.01
H -5.79 -2.79 -3.78
H -6.73 -4.23 -4.11
H -7.63 -2.58 -6.16
H -8.45 -2.94 -4.66
H -7.48 -0.98 -3.55
H -8.49 -0.62 -4.93
H -5.87 -0.92 -5.96
H -5.66 0.15 -4.60
H -8.00 0.83 -6.42
H -6.42 0.82 -7.18
H -5.60 2.59 -5.87
H -7.22 3.01 -6.35
H -7.56 3.62 -4.28
H -7.89 1.94 -3.94
H -6.11 3.61 -2.66
H -5.01 2.80 -3.78
H -6.48 0.72 -2.72
H -4.92 1.12 -2.08
H -7.37 1.03 -0.75
H -7.32 2.72 -1.09
H -6.31 2.70 0.99
H -5.78 1.03 0.89
H -3.79 1.82 -0.48
H -4.35 3.49 -0.29
H -4.37 2.15 2.27
H -3.44 3.54 1.81
H -2.34 0.93 0.75
H -1.55 2.24 1.68
H -3.42 0.62 3.28
H -1.81 1.15 3.66
H -2.42 -1.37 3.32
H -2.33 -1.04 1.58
H -0.15 -1.40 3.62
H -0.04 0.11 2.76
H -0.48 -1.56 0.74
H 3.50 -2.03 0.29
H 3.10 -2.00 2.00
H 4.27 -4.26 0.30
H 3.25 -4.64 3.15
H 4.10 -5.79 2.14
H 2.48 -5.32 1.68
C 11.53 0.26 3.19
C 10.78 -0.97 2.71
O 9.37 -0.83 2.74
C 8.82 0.21 1.96
C 9.12 0.09 0.48
H 11.23 0.51 4.21
H 12.60 0.07 3.18
H 11.33 1.13 2.57
H 11.01 -1.81 3.36
H 11.11 -1.25 1.70
H 9.14 1.19 2.35
H 7.74 0.16 2.11
H 10.19 0.14 0.27
H 8.63 0.89 -0.07
H 8.76 -0.87 0.09
C 4.30 1.36 -0.16
C 4.21 2.54 -1.10
O 5.28 2.62 -2.02
C 5.44 1.52 -2.90
C 4.24 1.26 -3.78
H 5.24 1.39 0.40
H 3.47 1.38 0.56
H 4.26 0.41 -0.69
H 4.24 3.47 -0.53
H 3.25 2.54 -1.64
H 5.71 0.62 -2.33
H 6.30 1.76 -3.52
H 3.35 1.00 -3.21
H 4.44 0.43 -4.46
H 4.00 2.14 -4.38
C -0.31 2.76 9.11
C -1.12 2.19 7.96
O -0.76 2.72 6.69
C 0.58 2.52 6.29
C 0.98 1.05 6.18
H -0.41 3.85 9.15
H -0.67 2.35 10.06
H 0.75 2.53 9.03
H -2.17 2.43 8.10
H -1.05 1.09 7.94
H 1.27 3.06 6.95
H 0.67 2.98 5.30
H 0.92 0.54 7.14
H 2.01 0.97 5.81
H 0.32 0.53 5.49
C 4.11 -3.86 6.33
C 3.86 -5.36 6.34
O 5.01 -6.13 6.59
C 5.65 -5.91 7.83
C 4.78 -6.19 9.04
H 4.87 -3.60 5.60
H 3.19 -3.32 6.09
H 4.45 -3.50 7.30
H 3.50 -5.66 5.35
H 3.06 -5.62 7.04
H 6.07 -4.90 7.87
H 6.51 -6.59 7.85
H 3.91 -5.52 9.08
H 5.34 -6.04 9.96
H 4.40 -7.21 9.01
C -2.69 1.61 -8.89
C -3.81 2.64 -8.95
O -3.63 3.72 -8.04
C -2.46 4.49 -8.21
C -2.36 5.16 -9.57
H -2.59 1.21 -7.88
H -2.90 0.79 -9.58
H -1.73 2.04 -9.17
H -4.75 2.16 -8.67
H -3.94 3.02 -9.97
H -1.57 3.89 -8.01
H -2.50 5.26 -7.44
H -2.30 4.43 -10.38
H -1.46 5.78 -9.62
H -3.23 5.79 -9.76
```

Computed properties:
Structure (SMILES): CCCCCCCCCCCCCCCCCCNC(=O)OC[C@H](C)I.CCOCC.CCOCC.CCOCC.CCOCC.CCOCC
Electronic energy, eV: -68998.660
Frontier orbital gap, eV: 9.837
Total charge: 0
Molar mass, u: 852.118
LUMO energy, eV: 0.45



(3)
This record from the Open Molecules 2025 dataset describes a structure of composition C42H96Cl4O30P4 in a non-equilibrium geometry. The level of theory is the ωB97M-V functional and the def2-TZVPD basis.

Structure (XYZ):
```
176
C42H96Cl4O30P4 (the ωB97M-V functional and the def2-TZVPD basis)
C 6.09 -0.59 0.86
Cl 5.25 -0.48 -0.70
Cl 7.46 -1.67 0.80
H 6.43 0.42 1.08
H 5.34 -0.82 1.61
C 4.53 -4.13 2.83
Cl 4.92 -4.35 1.10
Cl 2.85 -3.63 3.03
H 4.75 -5.07 3.33
H 5.23 -3.41 3.24
C -1.02 -2.98 2.00
O -0.90 -3.95 3.05
P -1.78 -3.85 4.39
O -3.14 -3.32 4.27
O -0.84 -3.04 5.42
C 0.45 -3.50 5.77
O -1.67 -5.33 4.99
C -2.10 -6.49 4.29
H -1.29 -3.53 1.09
H -0.11 -2.43 1.79
H -1.86 -2.30 2.15
H 1.16 -2.68 5.87
H 0.85 -4.22 5.05
H 0.35 -4.06 6.71
H -1.35 -7.27 4.34
H -2.38 -6.25 3.27
H -2.96 -6.94 4.79
C 6.45 2.19 -6.41
O 5.50 2.05 -5.38
P 5.65 2.76 -3.95
O 5.98 4.19 -3.98
O 4.21 2.42 -3.32
C 3.69 1.10 -3.40
O 6.72 1.85 -3.19
C 7.24 2.29 -1.93
H 7.04 3.09 -6.22
H 5.95 2.38 -7.36
H 7.07 1.30 -6.55
H 4.46 0.33 -3.49
H 3.02 1.04 -4.26
H 3.03 0.90 -2.56
H 6.50 2.90 -1.41
H 8.23 2.71 -2.07
H 7.35 1.37 -1.34
C -2.67 -1.14 -1.20
O -3.07 -2.31 -1.93
P -4.24 -3.20 -1.34
O -5.49 -2.47 -1.15
O -4.30 -4.46 -2.30
C -4.97 -4.27 -3.57
O -3.58 -3.81 -0.01
C -4.18 -4.82 0.77
H -1.59 -1.06 -1.31
H -2.92 -1.13 -0.14
H -3.15 -0.28 -1.68
H -5.53 -5.16 -3.82
H -4.21 -4.03 -4.31
H -5.61 -3.38 -3.52
H -4.34 -4.53 1.81
H -3.50 -5.67 0.79
H -5.10 -5.26 0.39
C -4.14 1.68 -6.50
O -2.92 2.24 -6.01
P -2.12 1.66 -4.77
O -2.24 0.21 -4.71
O -0.66 2.29 -4.88
C 0.19 1.76 -5.88
O -2.73 2.44 -3.48
C -4.00 2.07 -2.99
H -4.01 1.53 -7.58
H -4.96 2.38 -6.37
H -4.30 0.69 -6.08
H 1.20 1.88 -5.48
H 0.23 2.34 -6.80
H 0.04 0.72 -6.17
H -3.88 1.73 -1.96
H -4.50 1.27 -3.53
H -4.66 2.94 -2.90
O -0.94 5.54 1.39
C -0.16 5.99 0.59
O 0.39 5.34 -0.42
C 0.20 3.94 -0.51
C 1.23 3.31 -1.44
C 0.22 7.45 0.62
H -0.82 3.70 -0.83
H 0.26 3.41 0.45
H 2.25 3.56 -1.15
H 1.10 3.73 -2.44
H 1.12 2.24 -1.53
H -0.66 8.08 0.61
H 0.81 7.74 -0.25
H 0.80 7.69 1.51
O 0.67 -0.79 3.27
C 0.19 0.10 3.92
O 0.74 1.29 4.15
C 2.07 1.54 3.72
C 2.34 3.04 3.58
C -1.26 0.06 4.35
H 2.27 1.01 2.79
H 2.76 1.13 4.46
H 1.90 3.57 4.43
H 1.95 3.42 2.64
H 3.41 3.24 3.59
H -1.29 -0.04 5.44
H -1.75 -0.84 3.99
H -1.78 0.99 4.11
O 2.65 -7.34 -3.25
C 3.46 -6.98 -2.43
O 3.93 -5.75 -2.26
C 3.15 -4.66 -2.77
C 3.85 -3.39 -2.28
C 4.10 -7.97 -1.51
H 2.17 -4.70 -2.30
H 3.01 -4.67 -3.85
H 3.20 -2.56 -2.57
H 4.87 -3.30 -2.64
H 3.95 -3.40 -1.19
H 3.50 -8.87 -1.45
H 4.34 -7.62 -0.50
H 5.06 -8.31 -1.90
O 1.92 0.08 -0.41
C 1.45 -0.87 0.19
O 0.20 -0.91 0.61
C -0.65 0.24 0.64
C -1.66 0.27 -0.50
C 2.21 -2.13 0.44
H -0.03 1.13 0.69
H -1.20 0.22 1.59
H -1.19 0.68 -1.40
H -2.51 0.85 -0.15
H -2.01 -0.74 -0.71
H 2.06 -2.45 1.47
H 3.27 -1.95 0.29
H 1.82 -2.89 -0.24
O -3.64 2.85 0.73
C -4.71 3.17 1.17
O -4.96 3.61 2.41
C -3.92 3.55 3.37
C -3.62 2.14 3.88
C -5.95 3.13 0.30
H -4.15 4.21 4.21
H -3.00 3.99 2.97
H -2.89 2.20 4.68
H -3.10 1.65 3.05
H -4.56 1.64 4.09
H -6.81 3.56 0.81
H -6.25 2.11 0.08
H -5.72 3.65 -0.63
O -5.51 -0.29 -0.44
C -5.32 -0.95 0.56
O -5.98 -2.04 0.91
C -6.98 -2.66 0.11
C -8.28 -1.86 0.04
C -4.37 -0.48 1.62
H -7.16 -3.60 0.63
H -6.52 -2.82 -0.87
H -8.73 -1.77 1.04
H -9.02 -2.20 -0.67
H -8.10 -0.81 -0.20
H -4.15 0.56 1.40
H -3.44 -1.06 1.54
H -4.72 -0.59 2.64
O 5.40 3.78 0.46
C 4.39 3.70 1.12
O 3.94 4.63 1.97
C 4.83 5.73 2.25
C 3.97 6.73 3.01
C 3.53 2.45 1.07
H 5.25 6.15 1.34
H 5.64 5.29 2.84
H 4.54 7.54 3.45
H 3.60 6.20 3.90
H 3.10 7.07 2.45
H 2.48 2.74 1.13
H 3.83 1.72 1.82
H 3.74 2.04 0.09
```

Computed properties:
Electronic energy, eV: -193775.377
Frontier orbital gap, eV: 7.443
Total charge: 0
Molar mass, u: 1346.908
LUMO energy, eV: 0.05